34
Properties=species:S:1:pos:R:3:lowdin_charge:R:1 method="wB97M-V/def2-TZVPD" e_lumo_ev=0.2860 homo_lumo_gap_ev=8.0 total_energy_ha=-952.2832
O 4.48 -0.23 -0.70 0.02
C 4.81 0.58 0.35 -0.25
C -4.42 -0.69 0.15 -0.02
C 6.60 0.40 -0.98 -0.05
C -2.97 1.09 -0.53 0.00
C -6.56 1.17 0.00 -0.10
C 6.12 0.98 0.21 -0.01
N 2.05 -0.28 0.71 0.04
H 5.48 -0.93 -2.37 0.12
C 0.27 -1.63 -0.18 -0.13
O 0.11 -0.39 1.90 0.13
H -5.40 -1.08 0.40 0.10
N 2.67 0.53 1.58 0.08
H 0.42 -1.14 -1.16 0.13
H 2.54 -0.61 -0.12 0.13
C 0.76 -0.70 0.94 -0.44
H -3.46 -2.56 0.52 0.12
C -3.33 -1.54 0.22 0.00
H -0.90 0.64 -0.69 0.11
H 6.66 1.62 0.88 0.11
H 4.27 1.55 2.17 0.12
H -6.92 0.37 -0.66 0.09
H 7.58 0.50 -1.40 0.10
C -4.25 0.64 -0.23 -0.28
H -7.18 2.05 -0.14 0.09
C 5.57 -0.33 -1.49 -0.10
C -1.88 0.24 -0.46 -0.01
H -6.63 0.84 1.04 0.09
O -1.06 -2.03 0.00 -0.03
C 3.88 0.90 1.40 -0.08
O -5.25 1.56 -0.34 -0.09
H -2.84 2.12 -0.82 0.12
C -2.05 -1.08 -0.08 -0.27
H 0.85 -2.55 -0.15 0.14

37
Properties=species:S:1:pos:R:3:mulliken_spin:R:1 method="wB97M-V/def2-TZVPD" e_lumo_ev="-12.7981 / -11.6741" s2=0.8336 charge=+3 homo_lumo_gap_ev="5.6 / 6.8" spin_multiplicity=2 total_energy_ha=-4956.5081
H -0.16 1.32 1.42 0.00
H -3.17 -1.40 3.37 0.00
C 0.96 -1.89 1.94 0.01
Se -1.34 -2.77 -1.62 -0.16
C -0.61 3.68 -0.99 -0.01
C -0.84 1.44 -1.84 0.03
C -0.33 3.11 0.30 -0.03
C -1.23 -1.67 2.53 0.01
N -0.53 0.90 -0.61 -0.09
C 2.38 -1.47 -1.32 0.01
H 2.61 -1.81 -3.42 0.00
H -0.45 5.62 -0.40 0.00
H -3.15 -2.27 1.84 0.00
N -0.33 -1.55 1.53 -0.04
H 1.08 -1.06 -2.96 0.00
C -0.87 2.77 -2.06 -0.03
N -0.63 4.98 -1.16 -0.05
N 1.45 -1.47 -0.37 -0.04
C 1.04 -2.24 3.24 0.00
S -0.51 -2.16 3.97 0.00
C 3.28 -2.11 0.86 0.00
H -1.05 0.75 -2.64 0.00
H 2.58 -0.11 -2.95 0.00
C -2.69 -1.44 2.39 0.00
V -0.47 -0.97 -0.33 1.31
H 3.92 -2.42 1.68 0.00
S 3.90 -1.91 -0.73 0.00
H 1.91 -2.54 3.81 0.00
H -0.16 3.75 1.16 0.00
C 1.96 -1.84 0.88 0.03
N -2.98 -0.46 -0.76 -0.01
H -1.11 3.15 -3.05 0.00
C -0.33 1.77 0.45 0.04
H -2.90 -0.51 1.86 0.00
C -2.55 -1.45 -1.20 0.01
C 2.14 -1.09 -2.74 0.00
H -0.83 5.39 -2.07 0.00

36
Properties=species:S:1:pos:R:3:lowdin_charge:R:1 method="wB97M-V/def2-TZVPD" e_lumo_ev=0.3672 smiles="O=C1OC[C@H](OC(=O)c2ccccc2)O1.C[C@@H]1COC(=O)O1" homo_lumo_gap_ev=10.4 total_energy_ha=-1143.8418
H 1.89 1.72 1.60 0.09
H 1.10 4.10 2.18 0.16
H -2.17 0.20 -3.02 0.11
H 0.33 1.49 0.79 0.08
H -1.09 -3.05 0.56 0.13
C -1.14 -1.60 -2.51 -0.04
H -0.76 -1.77 -3.51 0.13
O -0.38 -4.82 -1.80 0.19
C -0.03 2.68 3.35 -0.09
C -0.83 -2.51 -1.50 -0.15
O 1.34 -0.95 1.35 0.16
H 2.97 -0.61 -2.20 0.14
C 0.02 -3.70 -1.82 -0.40
O 1.48 -0.39 -0.83 0.06
H 3.14 -2.83 -1.79 0.17
O -1.15 3.52 3.66 0.06
O -0.80 3.73 1.48 0.08
H -0.38 1.65 3.26 0.14
H 1.36 -0.83 -2.86 0.13
C -1.93 -0.50 -2.23 -0.06
C 2.12 -2.51 -1.59 -0.26
C 0.44 3.24 2.02 -0.32
O 1.33 -3.47 -2.23 0.08
C -1.65 4.00 2.50 -0.57
H 0.71 2.75 4.14 0.14
H 1.45 2.72 0.20 0.09
C 1.07 2.23 1.10 -0.03
O -2.68 4.58 2.39 0.16
C -2.10 -1.21 0.07 -0.06
H -2.99 0.58 -0.71 0.11
C -2.40 -0.30 -0.93 -0.07
C -1.32 -2.33 -0.21 -0.02
C 1.57 -1.23 0.22 -0.56
C 1.98 -1.03 -2.00 -0.04
O 1.95 -2.47 -0.19 0.13
H -2.47 -1.07 1.08 0.11

37
Properties=species:S:1:pos:R:3:lowdin_charge:R:1 method="wB97M-V/def2-TZVPD" e_lumo_ev=-0.1303 homo_lumo_gap_ev=7.1 total_energy_ha=-2102.9618
C -3.21 0.00 -3.15 -0.22
C 3.36 -1.51 3.30 -0.20
N -0.93 0.66 -3.61 -0.03
S 1.71 0.74 -4.26 0.40
S -0.66 0.21 -6.11 0.89
H 1.72 1.45 4.07 0.13
C 2.65 1.23 3.46 -0.16
S -2.93 -1.86 -5.81 0.60
H 4.26 -1.44 2.73 0.10
Ag 1.94 1.33 -1.96 0.51
C 3.75 0.61 4.32 -0.17
H -4.64 0.15 -4.69 0.10
N -2.09 0.07 -4.10 -0.18
H 4.69 0.54 3.73 0.13
H -3.64 -0.06 0.12 0.08
H 2.62 -1.11 5.29 0.13
C -5.55 0.19 -2.62 -0.06
H 2.86 2.28 3.12 0.14
H 2.15 -1.33 1.39 0.15
C -5.20 0.20 -1.27 -0.10
N 2.14 1.52 0.07 0.03
C -2.88 -0.09 -1.82 -0.03
H 1.21 -1.21 2.92 0.10
C 2.13 -0.99 2.47 -0.13
H 4.41 -1.42 5.02 0.12
H -1.85 -0.12 -1.45 0.11
H -6.59 0.21 -2.97 0.11
C 3.52 -0.88 4.67 -0.20
C -3.89 0.01 -0.88 -0.09
C 0.03 0.67 -4.50 -1.15
C 2.02 0.97 1.09 -0.19
H -6.07 0.38 -0.62 0.10
C -2.05 -0.58 -5.28 -1.11
C -4.50 0.22 -3.59 -0.03
H 3.85 1.17 5.27 0.12
H 3.33 -2.62 3.37 0.12
N 2.32 0.43 2.31 -0.13

33
Properties=species:S:1:pos:R:3:lowdin_charge:R:1 method="wB97M-V/def2-TZVPD" e_lumo_ev=0.4413 smiles=COc1ccccc1B(O)c1ccccc1OC homo_lumo_gap_ev=9.1 total_energy_ha=-793.0147
H -3.03 2.87 -2.47 0.09
C -0.96 3.12 -2.31 -0.09
C 0.92 -2.89 2.15 -0.01
H -2.18 -2.26 -0.04 0.05
H -0.93 4.10 -2.84 0.12
C 0.10 -0.30 2.05 -0.10
O -0.51 -3.29 0.11 -0.12
O -2.38 -1.44 -0.46 0.09
C -0.99 0.76 -0.85 -0.03
H 3.00 1.99 0.75 0.08
C -2.20 1.26 -1.39 -0.02
H 1.40 -3.85 2.10 0.11
C 2.33 2.28 -0.03 -0.06
C 0.04 -2.47 1.11 -0.19
C 0.22 2.63 -1.83 -0.04
C -0.23 -2.92 -1.28 0.00
H -0.79 -3.52 -2.01 0.12
C -2.15 2.47 -2.06 -0.10
H -0.50 -1.86 -1.29 0.06
H 2.03 -2.36 3.84 0.08
C 1.46 -2.02 3.05 -0.07
O 1.32 1.22 -0.07 -0.11
H -0.29 0.69 2.01 0.12
B -1.26 -0.60 -0.11 -0.32
H 1.21 0.02 3.86 0.11
H 1.17 3.24 -1.94 0.12
H 2.77 2.27 -1.02 0.08
C 0.91 -0.70 3.07 -0.05
C -0.27 -1.11 1.07 -0.08
C 0.19 1.56 -0.88 -0.16
H 0.81 -2.99 -1.41 0.08
H 1.91 3.29 0.22 0.11
H -3.14 0.79 -1.09 0.12

32
Properties=species:S:1:pos:R:3:lowdin_charge:R:1 method="wB97M-V/def2-TZVPD" e_lumo_ev=4.4863 charge=-2 homo_lumo_gap_ev=3.3 total_energy_ha=-890.5995
H -1.73 1.52 -3.07 0.01
H -1.20 2.15 -1.37 -0.03
H 2.02 -1.12 4.28 0.09
C 0.14 -1.47 -3.28 -0.23
H 1.88 2.42 -4.21 -0.03
C -0.95 0.05 3.03 -0.75
C 0.26 -2.60 -1.26 -0.41
C 0.47 1.79 -2.72 -0.79
H 1.42 0.45 6.12 0.08
Ba 0.01 -0.10 -0.72 1.51
H -0.68 1.77 5.99 0.08
H -1.97 -2.40 -0.79 0.04
C -1.19 -1.59 -2.77 -0.27
C -1.13 -2.29 -1.52 -0.39
C -0.93 1.67 -2.32 -0.36
C -0.42 1.08 5.18 -0.13
Te -2.26 -0.14 1.43 0.54
H 0.66 -2.97 -0.28 0.07
C 0.77 0.34 5.26 -0.15
H 0.51 -1.39 2.30 0.07
C 0.84 2.35 -3.94 -0.13
H 0.43 -0.93 -4.20 0.09
H 2.15 -2.08 -2.41 0.08
N 1.49 1.39 -1.91 -0.32
H 2.52 1.36 -2.09 0.00
C 1.10 -0.54 4.22 -0.13
C 1.04 -2.08 -2.35 -0.30
H 0.06 2.76 -4.55 -0.04
H -2.20 1.52 4.02 0.07
H -2.10 -1.16 -3.23 0.09
C 0.26 -0.70 3.11 -0.18
C -1.27 0.95 4.09 -0.19